# 1
ORCA calculation (ωB97M-V/def2-TZVPD) on 8 unconnected molecules or ions with the total composition C8H32O8 at a distorted geometry.

* total charge: 0
* structure (SMILES): CO.CO.CO.CO.CO.CO.CO.CO
* Kohn-Sham gap: 10.0 eV

```
48
Properties=species:S:1:pos:R:3:nbo_charge:R:1
C 2.2460 0.0434 -2.6529 -0.2559
O 1.8766 1.3948 -2.8520 -0.7329
H 2.8847 -0.3789 -3.4372 0.1669
H 2.8077 -0.0747 -1.7146 0.1769
H 1.3520 -0.5751 -2.5728 0.1759
H 2.6393 1.8844 -3.1695 0.4697
C -0.1296 0.4147 0.2686 -0.2600
O 0.6488 -0.4433 1.0886 -0.7584
H 0.4580 0.8132 -0.5659 0.1772
H -0.9422 -0.1443 -0.2186 0.1600
H -0.5876 1.2234 0.8317 0.1903
H 1.0584 -1.0601 0.4653 0.4920
C -1.4083 0.3174 3.5488 -0.2519
O -0.7622 -0.9438 3.5587 -0.7453
H -0.6433 1.1063 3.5653 0.1498
H -2.0665 0.4667 2.6917 0.1683
H -1.9359 0.4438 4.4929 0.1810
H -0.2450 -0.9679 2.7397 0.4861
C 1.0010 -3.6037 -1.6539 -0.2469
O 1.5167 -2.6372 -0.7327 -0.7528
H 0.3046 -3.1247 -2.3410 0.1810
H 1.8120 -4.0210 -2.2516 0.1768
H 0.4729 -4.3744 -1.0945 0.1772
H 1.6145 -3.0590 0.1253 0.4755
C 4.1774 -1.1729 1.2929 -0.2477
O 5.0578 -0.7511 0.2603 -0.7292
H 4.7679 -1.5564 2.1268 0.1667
H 3.5076 -0.3664 1.6121 0.1754
H 3.4997 -1.9280 0.8993 0.1691
H 5.6845 -0.1175 0.6138 0.4655
C -1.8040 2.8900 -2.3743 -0.2574
O -2.9677 2.3939 -1.6825 -0.7410
H -2.0117 2.9373 -3.4473 0.1726
H -1.5423 3.8956 -2.0391 0.1697
H -1.0201 2.1585 -2.2020 0.2001
H -3.7266 2.9379 -1.9189 0.4756
C -2.4358 -2.7820 0.1964 -0.2483
O -3.7189 -2.2327 0.4516 -0.7201
H -1.7177 -2.4718 0.9581 0.1762
H -2.4082 -3.8652 0.0704 0.1673
H -2.0726 -2.3831 -0.7596 0.1534
H -3.8977 -1.5766 -0.2215 0.4703
C -1.6799 3.6973 1.5976 -0.2529
O -2.9004 3.2073 1.0527 -0.7490
H -0.9432 4.0503 0.8682 0.1585
H -1.8905 4.5118 2.2891 0.1777
H -1.1959 2.8614 2.1164 0.1588
H -2.7342 2.9622 0.1201 0.4881
```

***

# 2
ORCA calculation (ωB97M-V/def2-TZVPD) on a single C3H3N5O6 molecule at a distorted geometry.

* total charge: 0
* Kohn-Sham gap (alpha / beta): 8.9 / 6.4 eV

```
17
Properties=species:S:1:pos:R:3:nbo_charge:R:1
C 0.4992 -0.9394 0.3213 -0.0649
C 1.3189 0.0386 0.4031 0.3377
C -1.0945 -0.7623 0.5012 -0.2895
N -1.6586 -0.0858 -0.5989 -0.3089
N -1.4611 1.1604 -0.9367 -0.0985
N 0.7880 -2.2756 -0.2225 0.5152
N 2.0915 1.1458 0.1657 0.4111
N -0.9205 2.0667 -0.0095 0.5888
O 1.9558 -2.6453 -0.2320 -0.3328
O -0.1403 -2.8182 -0.7819 -0.3600
O 2.1065 1.3062 -1.0753 -0.3183
O 2.6960 1.7752 1.0171 -0.3199
O -0.4146 2.9834 -0.5930 -0.3327
O -1.0316 1.8752 1.1424 -0.3921
H -1.4684 -1.7677 0.7926 0.2686
H -1.1238 -0.4776 1.4956 0.2571
H -2.1423 -0.5798 -1.3893 0.4392
```

***

# 3
ORCA calculation (ωB97M-V/def2-TZVPD) on a molecular structure, C47H64BrI2LuN4OPSi at a distorted geometry.

* total charge: +1
* Kohn-Sham gap: 7.4 eV

```
122
Properties=species:S:1:pos:R:3:mulliken_charge:R:1
Lu 0.7777 0.4251 0.9380 0.5183
I 3.7988 1.4153 2.1750 0.1968
C 5.7695 0.6410 1.7997 -0.0382
C 6.5123 0.4363 2.9340 -0.5875
C 7.8732 0.1153 2.8578 -0.9054
C 8.4784 0.0764 1.6370 -1.0216
C 7.7375 0.2725 0.4552 0.7571
C 8.4145 0.2338 -0.7781 -0.7314
C 7.7441 0.4028 -1.9538 -1.3816
C 6.3587 0.5398 -1.9234 -0.0484
C 5.6440 0.5663 -0.7418 0.8977
P 3.8089 0.4631 -0.9718 2.3307
C 3.5856 1.9659 -1.9970 -0.6649
C 4.4599 3.0502 -1.9101 -0.5584
C 4.1691 4.2368 -2.5615 -0.8624
C 2.9939 4.3673 -3.2832 -0.9023
C 2.1105 3.3015 -3.3594 -1.1733
C 2.3962 2.1138 -2.7118 0.2095
C 3.9345 -0.8998 -2.2101 0.4381
C 4.4017 -2.0996 -1.6789 -0.9443
C 4.5118 -3.2267 -2.4666 -0.8401
C 4.1633 -3.1661 -3.8055 -0.7350
C 3.7044 -1.9759 -4.3407 -0.7028
C 3.5873 -0.8426 -3.5530 0.0676
C 6.3243 0.5027 0.5021 0.1831
H 6.0519 0.5520 3.9037 0.4576
H 8.4298 -0.0511 3.7661 0.4186
H 9.5385 -0.1027 1.5437 0.4210
H 9.4783 0.0614 -0.7706 0.4269
H 8.2642 0.3828 -2.8977 0.4445
H 5.8324 0.6132 -2.8648 0.4161
H 5.3703 2.9663 -1.3335 0.4370
H 4.8630 5.0605 -2.4995 0.4529
H 2.7683 5.3028 -3.7712 0.4275
H 1.1961 3.4015 -3.9271 0.7794
H 1.6872 1.2986 -2.7503 0.5261
H 4.6902 -2.1371 -0.6354 0.3425
H 4.8702 -4.1515 -2.0423 0.4623
H 4.2364 -4.0488 -4.4211 0.4191
H 3.4389 -1.9190 -5.3850 0.4922
H 3.2301 0.0772 -3.9972 0.3853
N 0.1129 -0.7945 3.3853 -0.2734
C -0.2268 -2.2275 3.4380 0.0481
C 1.0203 -3.0985 3.5529 -1.0237
C 1.9308 -3.0679 2.3294 -0.5071
N 2.4328 -1.7110 2.0491 0.0165
H 0.7582 -0.5916 4.1526 0.2746
H -0.7350 -0.2729 3.6187 0.0694
H -0.7738 -2.4641 2.5213 -0.1356
H -0.8834 -2.4514 4.2911 0.4074
H 0.7034 -4.1306 3.7068 0.3863
H 1.5855 -2.7787 4.4324 0.3326
H 1.3791 -3.4146 1.4534 0.2086
H 2.7625 -3.7656 2.5041 0.4275
H 3.1454 -1.7981 1.3221 -0.2719
H 2.9262 -1.4007 2.8887 0.2774
O 1.9487 3.0217 0.1341 -0.1095
H 2.6442 3.3053 -0.4734 0.1534
H 1.8645 3.7164 0.8041 0.2028
C -1.2260 4.0502 -1.8216 -1.4863
C -0.7663 2.8471 -1.2193 0.4544
N -0.3632 1.8965 -0.7192 0.2907
H -1.6942 4.6715 -1.0577 0.3312
H -1.9404 3.8320 -2.6158 0.3686
H -0.3717 4.5812 -2.2433 0.4109
I 0.2657 2.5891 2.8503 -0.3815
C 0.9733 -1.1958 -0.8856 -0.0053
C -0.1993 -1.7815 -1.5397 0.6244
C -0.8405 -2.9220 -1.0264 0.0393
C -1.8845 -3.5269 -1.6842 -0.9418
C -2.3515 -3.0039 -2.8945 0.2160
C -1.7361 -1.8646 -3.4234 -0.8970
C -0.6900 -1.2715 -2.7554 -0.0195
C -3.4037 -3.6287 -3.5901 -0.0993
N -4.2761 -4.1208 -4.1528 -0.5857
H 1.5519 -0.6996 -1.6775 -0.7005
H 1.5861 -2.0275 -0.5113 0.1828
H -0.4824 -3.3533 -0.0985 0.1659
H -2.3432 -4.4205 -1.2875 0.5232
H -2.0780 -1.4702 -4.3724 0.5166
H -0.2104 -0.4068 -3.2000 0.3952
C -3.9823 1.5681 -1.3513 -1.7881
C -4.9408 0.5580 -0.7088 3.0479
C -4.7637 -0.7567 -1.4770 -2.0587
C -6.3774 1.0445 -0.9227 -1.7909
Si -4.5906 0.3128 1.1950 -1.9220
Br -2.1587 -0.0130 1.1769 0.6030
C -5.2178 -1.3712 1.9603 2.6686
C -6.7203 -1.5285 1.7003 -1.7915
C -4.9998 -1.4040 3.4776 -2.0489
C -4.4881 -2.5899 1.3834 -1.5407
C -4.8554 1.8916 2.3230 2.5493
C -3.9958 1.8532 3.5913 -1.6302
C -6.3315 1.9883 2.7295 -1.8009
C -4.4986 3.1895 1.5899 -1.9610
H -4.2362 1.6733 -2.4058 0.5545
H -2.9550 1.2187 -1.2858 -0.2330
H -4.0494 2.5465 -0.8897 0.4477
H -4.8694 -0.5709 -2.5453 0.6948
H -5.5179 -1.4872 -1.2019 0.3425
H -3.7765 -1.1809 -1.3085 -0.0174
H -6.5819 1.1116 -1.9894 0.5220
H -6.5386 2.0276 -0.4899 0.3489
H -7.0976 0.3568 -0.4903 0.3528
H -7.2820 -0.6752 2.0694 0.3213
H -7.0899 -2.4139 2.2138 0.5374
H -6.9362 -1.6494 0.6433 0.3531
H -5.6158 -0.6700 3.9877 0.3746
H -3.9562 -1.2304 3.7256 0.2283
H -5.2774 -2.3844 3.8598 0.6114
H -4.6057 -2.6768 0.3105 0.3410
H -4.8932 -3.4939 1.8338 0.6119
H -3.4264 -2.5481 1.6084 -0.0475
H -4.2205 0.9966 4.2140 0.3052
H -4.1861 2.7479 4.1799 0.5654
H -2.9386 1.8437 3.3458 0.1038
H -6.6296 1.1632 3.3686 0.3152
H -6.9872 2.0031 1.8627 0.3408
H -6.4938 2.9097 3.2860 0.5471
H -3.4641 3.1803 1.2580 0.2500
H -4.6164 4.0279 2.2739 0.6422
H -5.1566 3.3648 0.7436 0.3542
```

***

# 4
ORCA calculation (ωB97M-V/def2-TZVPD) on a molecular structure, C35H35Br2N6O4S3Ti.

* total charge: +1
* Kohn-Sham gap: 7.0 eV

```
86
Properties=species:S:1:pos:R:3:mulliken_charge:R:1
Ti 1.0495 -1.3803 -0.3643 0.5203
C 3.1991 1.7526 1.0450 -1.7872
C 2.0225 0.9653 1.5178 0.1814
N 2.1932 -0.2682 1.8510 -0.3231
N 1.3542 -0.7315 2.8557 -0.2063
C 0.7714 -1.8509 2.7434 0.5479
S 0.6467 -2.9049 1.3473 -0.5964
S -0.0122 -2.5533 4.1862 -0.1503
C -0.5304 -1.0747 5.0810 -1.0448
C -1.7382 -0.3406 4.5563 0.4886
C -2.5901 -0.8613 3.5943 -0.1312
C -3.7280 -0.1589 3.2106 -0.7165
C -4.0258 1.0658 3.7850 -0.5864
C -3.1732 1.5937 4.7479 -0.6412
C -2.0358 0.8998 5.1203 -0.5439
C 0.7046 1.6190 1.6284 0.7296
C 0.4631 2.7958 2.3212 -0.4248
C -0.8252 3.3029 2.4152 -1.3549
C -1.8772 2.6232 1.8235 -1.6024
C -1.6575 1.4548 1.1037 -0.2745
C -0.3643 0.9763 0.9777 -0.0075
O -0.1056 -0.1377 0.2493 1.2022
H 4.0306 1.0972 0.7980 0.3411
H 3.5141 2.3639 1.8983 0.6092
H 2.9693 2.4332 0.2272 0.3577
H 0.3262 -0.4057 5.1500 0.3663
H -0.7281 -1.4356 6.0936 0.5571
H -2.3688 -1.8239 3.1498 0.5772
H -4.3996 -0.5890 2.4767 0.5296
H -4.9246 1.5980 3.5012 0.4930
H -3.4001 2.5444 5.2134 0.4308
H -1.3752 1.3134 5.8741 0.4285
H 1.2810 3.3071 2.8131 0.4900
H -1.0073 4.2127 2.9702 0.4310
H -2.8869 2.9957 1.9328 0.6069
H -2.4787 0.9078 0.6620 1.0342
Br -2.6683 -1.9403 -0.0320 -0.0271
C -1.7261 -2.9856 -1.2732 0.0848
C -2.4582 -3.8920 -2.0322 -0.7023
C -1.7966 -4.6842 -2.9485 -0.6382
C -0.4198 -4.5539 -3.0723 -0.6578
C 0.2160 -3.6295 -2.2769 0.4665
N -0.4134 -2.8426 -1.3865 0.6265
C 1.7039 -3.4351 -2.3395 0.1301
O 2.4512 -4.1012 -2.9950 -0.6313
O 2.0674 -2.4490 -1.5367 -0.3526
H -3.5257 -3.9576 -1.8883 0.4942
H -2.3452 -5.3936 -3.5523 0.4536
H 0.1723 -5.1391 -3.7602 0.5765
Br 4.8651 2.9610 -3.9903 -0.1163
C 3.8552 1.8325 -2.8871 -0.2012
C 2.5296 2.1308 -2.6147 -0.9602
C 1.8234 1.2638 -1.8054 -0.3949
N 2.3643 0.1594 -1.2812 1.3717
C 3.6489 -0.1178 -1.5428 -0.6934
C 4.4314 0.6976 -2.3346 -0.7608
H 2.0489 3.0065 -3.0241 0.5430
H 0.7906 1.4598 -1.5529 0.5592
H 4.0443 -1.0158 -1.0846 0.4979
H 5.4639 0.4428 -2.5216 0.5219
C -3.8489 2.7333 -1.5084 -1.2510
C -3.0191 2.3523 -2.6839 1.1803
C -3.0390 2.9852 -3.8936 -0.9083
C -2.1998 2.4897 -4.9117 0.9122
N -1.3956 1.4594 -4.7417 -0.5357
C -1.3567 0.8331 -3.5576 0.3144
S -0.3975 -0.5168 -3.2775 -0.2631
N -2.1773 1.2973 -2.5480 0.1437
C -2.1869 3.1284 -6.2629 -1.2435
H -4.5697 3.4979 -1.7867 0.4161
H -3.2135 3.1209 -0.7137 0.1470
H -4.3882 1.8670 -1.1220 0.3377
H -3.6878 3.8300 -4.0629 0.3750
H -2.1438 0.7695 -1.6817 -0.3173
H -2.9204 3.9262 -6.3458 0.3530
H -2.3807 2.3708 -7.0211 0.3363
H -1.1929 3.5310 -6.4598 0.3052
C 4.1298 -3.7741 2.6690 -0.9313
C 4.6133 -2.6240 1.8104 -0.3995
O 3.8551 -2.4815 0.6095 -0.3319
H 4.7394 -3.8510 3.5698 0.3993
H 4.2091 -4.7241 2.1356 0.3209
H 3.0908 -3.6334 2.9657 0.1484
H 5.6753 -2.7404 1.5698 0.3866
H 4.4923 -1.6749 2.3329 0.2096
H 3.8971 -3.2949 0.0923 0.1745
```

***

# 5
ORCA calculation (ωB97M-V/def2-TZVPD) on a single C4H6O molecule.

* total charge: 0
* structure (SMILES): O=C1CCC1
* Kohn-Sham gap: 10.6 eV

```
11
Properties=species:S:1:pos:R:3:nbo_charge:R:1
O -2.3540 0.0505 -0.0736 -0.5119
C -1.1541 0.0232 -0.0636 0.6155
C -0.0670 1.0986 -0.1480 -0.5303
C 0.9806 -0.0130 0.1190 -0.4016
C -0.1251 -1.0971 0.0780 -0.5307
H -0.0104 1.5602 -1.1402 0.2352
H -0.1506 1.8923 0.5998 0.2341
H 1.4664 0.0650 1.0931 0.2102
H 1.7487 -0.1102 -0.6485 0.2104
H -0.2380 -1.7089 0.9740 0.2339
H -0.0965 -1.7605 -0.7900 0.2351
```

***

Number 1: calculated total energy -925.76032 Ha. Number 2: calculated total energy -840.79473 Ha. Number 3: calculated total energy -7159.37615 Ha. Number 4: calculated total energy -9176.22485 Ha. Number 5: calculated total energy -231.22183 Ha.